Record 1
{"formula": "C5H8N2O3", "method": "wB97M-V/def2-TZVPD", "e_lumo_ev": -0.89, "smiles": "CC1(C)C=C([N+](=O)[O-])NO1", "multiplicity": 1, "total_charge": 0, "gap_ha": 0.29180, "relative_energy_kj_mol": 624.45, "symbols": ["C", "C", "C", "C", "C", "N", "O", "O", "N", "O", "H", "H", "H", "H", "H", "H", "H", "H"], "xyz": [[-0.448, -0.199, 1.339], [0.223, -0.200, -0.034], [-0.788, 0.075, -1.116], [1.435, 0.767, -0.067], [2.476, -0.124, 0.068], [3.814, 0.297, 0.119], [4.014, 1.497, 0.006], [4.652, -0.602, 0.019], [2.103, -1.449, 0.150], [0.770, -1.494, -0.361], [-1.473, -0.536, 1.563], [-0.276, 0.832, 1.907], [0.111, -0.996, 1.877], [-1.490, 0.815, -0.826], [-1.181, -0.931, -1.393], [-0.294, 0.496, -2.010], [1.393, 1.813, 0.105], [2.566, -2.264, -0.351]], "nbo_charge": [-0.6646, 0.2041, -0.6187, -0.2023, 0.1965, 0.4990, -0.3532, -0.3754, -0.3249, -0.3694, 0.2336, 0.2169, 0.2334, 0.2162, 0.2332, 0.2132, 0.2513, 0.4110]}

Record 2
{"formula": "C5H8N2O3", "method": "wB97M-V/def2-TZVPD", "e_lumo_ev": -0.21, "smiles": "N#CCCC(=O)C(N)=O.O", "multiplicity": 1, "total_charge": 0, "gap_ha": 0.36767, "relative_energy_kj_mol": 134.48, "symbols": ["N", "C", "C", "C", "C", "O", "C", "N", "O", "H", "H", "H", "H", "H", "H", "O", "H", "H"], "xyz": [[-2.411, 0.910, 3.857], [-1.686, 0.338, 3.162], [-0.779, -0.405, 2.282], [-0.468, 0.352, 0.991], [0.509, -0.373, 0.106], [0.895, -1.503, 0.294], [1.020, 0.454, -1.106], [1.684, -0.332, -2.054], [1.316, 1.637, -0.908], [-1.242, -1.377, 2.060], [0.145, -0.611, 2.842], [-0.050, 1.349, 1.198], [-1.379, 0.532, 0.401], [2.254, 0.161, -2.745], [2.060, -1.223, -1.750], [-0.692, 0.456, -2.838], [0.186, -0.167, -3.179], [-1.362, -0.199, -2.614]], "nbo_charge": [-0.3156, 0.2834, -0.5093, -0.5070, 0.5255, -0.5233, 0.6108, -0.8892, -0.5511, 0.2572, 0.2592, 0.2710, 0.2529, 0.4078, 0.4233, -0.9575, 0.4947, 0.4673]}

Record 3
{"formula": "C5H8N2O3", "method": "wB97M-V/def2-TZVPD", "e_lumo_ev": -0.45, "smiles": "C/N=C(\\C=O)OCC#N.O", "multiplicity": 1, "total_charge": 0, "gap_ha": 0.35603, "relative_energy_kj_mol": 305.74, "symbols": ["C", "N", "C", "C", "O", "O", "C", "C", "N", "H", "H", "H", "H", "H", "H", "O", "H", "H"], "xyz": [[1.163, 4.376, -0.948], [0.768, 3.002, -0.701], [1.330, 2.276, 0.166], [2.446, 2.638, 1.127], [3.188, 3.567, 0.953], [0.897, 1.038, 0.469], [-0.340, 0.624, -0.061], [-0.700, -0.696, 0.498], [-1.000, -1.484, 1.327], [0.447, 4.827, -1.645], [1.179, 4.973, -0.025], [2.166, 4.426, -1.394], [2.454, 2.036, 2.059], [-1.137, 1.344, 0.187], [-0.286, 0.544, -1.159], [0.340, -2.859, -0.453], [1.189, -2.384, -0.410], [-0.145, -2.927, 0.539]], "nbo_charge": [-0.4384, -0.4413, 0.4368, 0.3630, -0.4680, -0.4834, -0.1759, 0.3289, -0.3509, 0.2029, 0.2052, 0.2161, 0.1372, 0.2420, 0.2360, -0.9840, 0.4667, 0.5070]}

Record 4
{"formula": "C5H8N2O3", "method": "wB97M-V/def2-TZVPD", "e_lumo_ev": 0.44, "smiles": "O=CNC1=N[C@H]2C[C@H]2O1.O", "multiplicity": 1, "total_charge": 0, "gap_ha": 0.34610, "relative_energy_kj_mol": 354.27, "symbols": ["O", "C", "N", "C", "N", "C", "C", "C", "O", "H", "H", "H", "H", "H", "H", "O", "H", "H"], "xyz": [[0.527, -2.497, 1.896], [-0.542, -1.933, 1.836], [-0.767, -0.480, 1.010], [0.173, 0.316, 0.392], [1.335, 0.010, -0.038], [1.780, 1.139, -0.814], [0.939, 1.500, -2.016], [0.679, 2.167, -0.704], [-0.296, 1.554, 0.118], [-1.289, -1.941, 2.653], [-1.557, 0.055, 1.387], [2.845, 1.370, -0.792], [1.412, 2.121, -2.777], [0.219, 0.765, -2.380], [0.783, 3.237, -0.531], [-1.849, -2.800, 0.160], [-1.701, -1.628, -0.014], [-2.691, -2.954, 0.615]], "nbo_charge": [-0.4862, 0.6047, -0.7593, 0.6586, -0.4960, -0.0895, -0.4582, 0.0449, -0.4852, 0.1521, 0.4033, 0.2176, 0.2288, 0.2274, 0.2117, -0.9571, 0.5129, 0.4694]}

Record 5
{"formula": "C5H8N2O3", "method": "wB97M-V/def2-TZVPD", "e_lumo_ev": 0.07, "smiles": "N#CC1=NC[C@@H](O)CO1.O", "multiplicity": 1, "total_charge": 0, "gap_ha": 0.37296, "relative_energy_kj_mol": 252.53, "symbols": ["N", "C", "C", "N", "C", "C", "O", "C", "O", "H", "H", "H", "H", "H", "H", "O", "H", "H"], "xyz": [[1.500, -2.911, 2.454], [1.372, -1.767, 2.237], [1.250, -0.407, 1.680], [2.140, 0.021, 0.891], [1.733, 0.718, -0.318], [0.343, 1.341, -0.271], [-0.096, 1.487, -1.593], [-0.600, 0.471, 0.553], [-0.007, 0.042, 1.786], [1.778, 0.000, -1.152], [2.485, 1.489, -0.533], [0.419, 2.319, 0.236], [-1.030, 1.265, -1.760], [-1.532, 0.982, 0.812], [-0.825, -0.422, -0.049], [-3.083, -1.199, -1.811], [-3.366, -1.474, -0.931], [-2.480, -1.956, -2.228]], "nbo_charge": [-0.2713, 0.2223, 0.4637, -0.3987, -0.2640, 0.0549, -0.7191, -0.0935, -0.4897, 0.2265, 0.2212, 0.1650, 0.4907, 0.2079, 0.1823, -0.9601, 0.4770, 0.4849]}

Record 6
{"formula": "C5H8N2S", "method": "wB97M-V/def2-TZVPD", "e_lumo_ev": 0.85, "smiles": "[H]/N=C1/NC=C[C@@H](C)S1", "multiplicity": 1, "total_charge": 0, "gap_ha": 0.33927, "relative_energy_kj_mol": 109.68, "symbols": ["H", "N", "C", "N", "C", "C", "C", "C", "S", "H", "H", "H", "H", "H", "H", "H"], "xyz": [[3.092, -2.049, 0.182], [3.031, -1.001, 0.140], [1.861, -0.563, 0.041], [1.758, 0.889, -0.029], [0.597, 1.594, -0.242], [-0.627, 1.104, -0.173], [-0.913, -0.318, 0.304], [-2.341, -0.785, 0.048], [0.335, -1.447, -0.449], [2.623, 1.326, -0.140], [0.709, 2.651, -0.523], [-1.491, 1.646, -0.338], [-0.715, -0.460, 1.362], [-2.413, -0.549, -0.995], [-3.084, -0.187, 0.492], [-2.422, -1.850, 0.320]], "nbo_charge": [0.3614, -0.6856, 0.3139, -0.6255, 0.0285, -0.3212, -0.3291, -0.6142, 0.1756, 0.4096, 0.2114, 0.2108, 0.2090, 0.2117, 0.2214, 0.2225]}

Record 7
{"formula": "C5H8N2S", "method": "wB97M-V/def2-TZVPD", "e_lumo_ev": -0.94, "smiles": "C/N=C(\\C=S)N1CC1", "multiplicity": 1, "total_charge": 0, "gap_ha": 0.29088, "relative_energy_kj_mol": 452.78, "symbols": ["C", "N", "C", "C", "S", "N", "C", "C", "H", "H", "H", "H", "H", "H", "H", "H"], "xyz": [[-1.021, -2.008, -1.017], [-0.959, -0.485, -0.919], [0.190, -0.068, -0.402], [1.564, -0.829, -0.229], [1.991, -2.219, 0.426], [0.400, 1.277, -0.189], [-0.640, 2.115, 0.315], [0.385, 1.482, 1.213], [-1.304, -2.418, -0.075], [0.022, -2.512, -1.223], [-1.869, -2.404, -1.680], [2.287, -0.054, -0.388], [-0.451, 3.396, 0.319], [-1.739, 1.804, 0.248], [1.234, 2.115, 1.661], [-0.090, 0.810, 1.940]], "nbo_charge": [-0.4599, -0.4212, 0.3529, -0.3471, 0.1456, -0.4405, -0.2322, -0.2732, 0.2009, 0.1936, 0.2081, 0.2054, 0.2098, 0.2418, 0.2049, 0.2112]}

Record 8
{"formula": "C5H8N2S", "method": "wB97M-V/def2-TZVPD", "e_lumo_ev": -0.91, "smiles": "[H]/N=C(/N)C(=S)CC=C", "multiplicity": 1, "total_charge": 0, "gap_ha": 0.29654, "relative_energy_kj_mol": 153.40, "symbols": ["H", "N", "C", "N", "C", "S", "C", "C", "C", "H", "H", "H", "H", "H", "H", "H"], "xyz": [[-0.941, 1.799, -0.343], [0.031, 2.049, -0.176], [0.857, 1.090, -0.019], [2.192, 1.305, 0.057], [0.411, -0.350, 0.223], [1.254, -1.690, -0.193], [-0.938, -0.493, 0.782], [-2.028, -0.518, -0.265], [-3.090, 0.257, -0.185], [2.464, 2.238, -0.201], [2.800, 0.535, -0.042], [-1.147, 0.398, 1.417], [-1.104, -1.393, 1.343], [-1.871, -1.125, -1.119], [-3.337, 0.900, 0.659], [-3.764, 0.296, -1.018]], "nbo_charge": [0.3597, -0.7061, 0.3607, -0.7945, -0.0846, 0.0585, -0.5460, -0.1531, -0.3958, 0.4049, 0.4047, 0.2315, 0.2512, 0.2071, 0.1986, 0.2033]}

Record 9
{"formula": "C5H8N3", "method": "wB97M-V/def2-TZVPD", "e_lumo_ev": -4.59, "multiplicity": 1, "total_charge": 1, "gap_ha": 0.30940, "relative_energy_kj_mol": 517.80, "symbols": ["C", "C", "C", "C", "C", "N", "N", "N", "H", "H", "H", "H", "H", "H", "H", "H"], "xyz": [[-0.034, -1.077, 0.600], [1.332, -0.950, 0.541], [1.495, 1.070, -0.692], [-1.100, -0.335, -0.072], [-1.361, 0.897, 0.405], [2.036, 0.008, -0.209], [-1.901, -1.144, -0.768], [-0.825, 2.049, 0.376], [-0.454, -1.891, 1.090], [1.872, -1.953, 0.625], [2.120, 1.843, -1.361], [3.044, -0.241, -0.401], [-1.924, -2.097, -0.700], [-2.647, -0.765, -1.429], [-1.212, 2.868, 1.054], [0.150, 1.899, -0.168]], "nbo_charge": [-0.1983, 0.0177, -0.0631, 0.1081, 0.3095, -0.5363, -0.7304, -0.6849, 0.2323, 0.2520, 0.2032, 0.4215, 0.4101, 0.4236, 0.4510, 0.3840]}

Record 10
{"formula": "C5H8N3", "method": "wB97M-V/def2-TZVPD", "e_lumo_ev": -4.57, "smiles": "C/N=N/C=C\\C=C=[NH2+]", "multiplicity": 1, "total_charge": 1, "gap_ha": 0.30026, "relative_energy_kj_mol": 407.15, "symbols": ["C", "N", "N", "C", "C", "C", "C", "N", "H", "H", "H", "H", "H", "H", "H", "H"], "xyz": [[-1.443, 0.170, 1.911], [-1.087, 0.078, 0.531], [-1.033, 1.115, -0.124], [-0.452, 1.462, -1.242], [0.875, 1.160, -1.484], [1.555, 0.051, -0.931], [1.060, -1.017, -0.344], [0.777, -2.231, -0.145], [-1.189, -0.767, 2.406], [-0.970, 1.016, 2.418], [-2.525, 0.305, 1.981], [-0.951, 2.249, -1.789], [1.453, 1.835, -2.093], [2.644, 0.073, -0.964], [0.801, -2.922, -0.896], [0.486, -2.576, 0.765]], "nbo_charge": [-0.4686, -0.0934, -0.1045, 0.0361, -0.2725, -0.2762, 0.4607, -0.6461, 0.2153, 0.2306, 0.2541, 0.2436, 0.2567, 0.2970, 0.4325, 0.4348]}

Record 11
{"formula": "C5H8N3", "method": "wB97M-V/def2-TZVPD", "e_lumo_ev": [-5.23, -5.23], "multiplicity": 1, "total_charge": 1, "gap_ha": [0.26968, 0.26956], "relative_energy_kj_mol": 797.88, "symbols": ["C", "C", "C", "C", "C", "N", "N", "N", "H", "H", "H", "H", "H", "H", "H", "H"], "xyz": [[-3.784, -0.284, -0.233], [-2.602, -0.163, -0.133], [-1.351, 0.219, 0.138], [0.768, 1.088, 0.456], [1.933, -0.996, -0.781], [-0.025, -1.187, 0.647], [-0.527, 1.238, 0.066], [1.174, -0.388, 0.404], [-4.749, -0.593, -0.003], [1.476, 1.816, 0.078], [0.747, 1.282, 1.646], [3.040, -0.732, -0.728], [1.769, -2.097, -0.745], [1.428, -0.750, -1.737], [-0.954, 2.054, -0.388], [1.657, -0.508, 1.311]], "nbo_charge": [0.0458, -0.1225, 0.4184, -0.0505, -0.4430, -0.4138, -0.5283, -0.2871, 0.2561, 0.2594, 0.2266, 0.2359, 0.2662, 0.2390, 0.4537, 0.4441]}

Record 12
{"formula": "C5H8N3", "method": "wB97M-V/def2-TZVPD", "e_lumo_ev": [-2.72, -7.06], "multiplicity": 3, "total_charge": 1, "gap_ha": [0.36988, 0.22132], "relative_energy_kj_mol": 48.62, "symbols": ["C", "C", "C", "C", "C", "N", "N", "N", "H", "H", "H", "H", "H", "H", "H", "H"], "xyz": [[-3.069, -0.701, 0.257], [-1.678, -1.076, 0.288], [-3.188, 0.567, -0.246], [-1.107, 0.046, -0.184], [2.092, -0.287, 0.100], [-1.944, 1.054, -0.464], [3.441, -0.157, -0.012], [1.284, 0.691, -0.107], [-3.842, -1.458, 0.292], [-1.073, -1.964, 0.568], [-4.176, 0.977, -0.244], [1.580, -1.213, 0.342], [-1.837, 2.103, -0.588], [4.115, -0.518, 0.657], [3.864, 0.549, -0.613], [1.856, 1.542, -0.437]], "nbo_charge": [-0.2037, -0.3237, 0.1678, 0.5274, 0.3096, -0.6189, -0.8274, -0.6546, 0.2606, 0.2770, 0.2555, 0.1819, 0.4717, 0.4182, 0.4050, 0.3537]}